The following is a quantum chemistry calculation of 2 unconnected molecules or ions with the total composition C4H11BClO8S3 in a non-equilibrium geometry, from OMol25.

```
28
Properties=species:S:1:pos:R:3
O 1.908 -0.650 2.592
S 2.527 0.518 2.057
O 3.875 0.656 2.490
Cl 1.548 2.231 2.697
C 2.560 0.557 0.268
C 1.199 0.335 -0.440
C 0.543 -1.028 -0.174
C -0.854 -1.047 0.428
S -1.189 0.190 1.744
B -2.363 1.456 0.919
O -1.871 2.579 0.405
O -3.671 1.191 0.840
H 3.257 -0.164 -0.146
H 2.885 1.555 -0.016
H 0.551 1.198 -0.277
H 1.443 0.345 -1.505
H 0.406 -1.497 -1.157
H 1.185 -1.701 0.387
H -1.568 -0.967 -0.386
H -0.993 -2.013 0.906
H -1.860 -0.376 2.765
H -0.958 2.715 0.706
H -3.945 0.493 1.447
O -1.581 -1.580 -2.012
S -0.926 -1.317 -3.341
O -0.584 -2.609 -3.968
O 0.319 -0.536 -3.039
O -1.843 -0.532 -4.188
```

Charge ... -1
E_tot ... -66411.7599 eV
Lowest unoccupied orbital energy ... 1.1 eV
M ... 329.59 g mol⁻¹
Orbital gap ... 4.2 eV